ORCA calculation (ωB97M-V with the def2-TZVPD basis set) on C20H66AsF6N12O11 as an isolated structure at a distorted geometry.

Last column: Mulliken charge in e.
Positions of all 116 atoms, in Å:
1 As 7.2020 22.9075 -9.6132  2.472
2 F 6.4936 21.6958 -8.5461  -0.590
3 F 7.9154 21.5543 -10.4785  -0.578
4 F 7.8790 24.0323 -10.7544  -0.444
5 F 6.3204 24.1538 -8.7881  -0.448
6 F 8.5330 23.0647 -8.4568  -0.314
7 F 5.8653 22.7952 -10.7550  -0.530
8 C 11.5887 25.5125 -5.3602  0.592
9 O 11.1395 25.9477 -4.2973  -0.735
10 N 10.8418 24.8010 -6.2263  0.038
11 N 12.8743 25.6390 -5.7940  -0.379
12 H 9.8704 24.5827 -6.0897  0.000
13 H 11.2063 24.4992 -7.1166  0.130
14 H 13.5409 26.1781 -5.2719  0.205
15 H 13.1651 25.4389 -6.7369  0.190
16 C 6.9760 17.6535 -9.2459  0.686
17 O 7.5817 17.5579 -8.1800  -0.743
18 N 7.1590 18.6848 -10.1267  -0.197
19 N 6.1856 16.6712 -9.7402  -0.444
20 H 7.6351 19.4844 -9.7403  0.063
21 H 6.7461 18.7610 -11.0342  0.153
22 H 6.0230 15.9027 -9.1113  0.239
23 H 5.5526 16.8145 -10.5021  0.182
24 C 12.5540 23.0642 -9.8126  0.665
25 O 13.1046 23.7384 -8.9346  -0.623
26 N 13.2174 22.7287 -10.9428  -0.432
27 N 11.3309 22.4707 -9.6950  -0.208
28 H 12.7933 22.2110 -11.6873  0.150
29 H 14.1516 23.0755 -11.0595  0.222
30 H 10.9785 22.0995 -10.5592  0.233
31 H 10.6624 22.8719 -9.0549  -0.077
32 C 4.7038 21.7369 -15.1311  0.689
33 O 5.4786 21.4237 -16.0258  -0.636
34 N 4.8804 21.5493 -13.7768  -0.377
35 N 3.4899 22.3036 -15.3624  -0.408
36 H 5.8203 21.2840 -13.5333  0.173
37 H 4.2889 22.0345 -13.1318  0.207
38 H 2.8601 22.3043 -14.5829  0.161
39 H 3.1362 22.3841 -16.2967  0.216
40 C 10.4614 27.6208 -15.4605  -1.611
41 C 9.9061 26.2732 -15.8296  0.765
42 C 8.6642 25.9766 -15.0141  -0.753
43 O 8.3668 24.5955 -14.8688  -0.394
44 C 7.3131 24.3233 -13.9650  -0.496
45 N 9.6362 26.1906 -17.2684  -0.717
46 H 9.7959 28.4721 -15.6207  0.382
47 H 11.3721 27.8442 -16.0256  0.420
48 H 10.8422 27.6261 -14.4373  0.384
49 H 10.6872 25.5393 -15.6028  0.207
50 H 7.8181 26.3293 -15.6279  0.246
51 H 8.5274 26.5385 -14.0830  0.350
52 H 6.3163 24.0557 -14.3462  0.174
53 H 7.1904 25.0706 -13.1848  0.360
54 H 7.5120 23.2989 -13.6362  0.088
55 H 8.8653 25.5592 -17.4454  0.284
56 H 9.3736 27.1163 -17.5871  0.260
57 C 8.4177 26.8731 -9.0358  -1.453
58 C 9.9029 26.6704 -9.3523  0.341
59 C 10.8543 27.4631 -8.3860  -0.587
60 O 10.7275 28.8274 -8.6501  -0.387
61 C 11.7212 29.5930 -8.0015  -0.782
62 N 10.2578 25.2446 -9.2143  0.084
63 H 8.2768 27.9566 -9.0872  0.535
64 H 8.1105 26.6092 -8.0189  0.298
65 H 7.7541 26.3154 -9.6911  0.157
66 H 9.9974 26.9223 -10.4117  0.261
67 H 11.8609 27.0723 -8.5568  0.467
68 H 10.4150 27.1727 -7.4261  0.262
69 H 11.7535 29.3414 -6.9345  0.310
70 H 11.4452 30.6376 -8.1284  0.275
71 H 12.7002 29.3310 -8.4197  0.291
72 H 10.6227 24.8311 -10.0596  0.181
73 H 9.4517 24.6671 -8.9789  -0.364
74 C 5.7426 22.3708 -4.2806  -1.594
75 C 5.5729 23.3597 -5.4506  1.946
76 C 4.4801 24.4212 -5.1902  -1.165
77 O 3.2978 23.7405 -4.8231  -0.277
78 C 2.2895 24.6575 -4.3994  -0.907
79 N 6.8868 24.0142 -5.7102  -0.545
80 H 6.0590 21.3858 -4.6317  0.190
81 H 4.7713 22.1025 -3.8586  0.410
82 H 6.4447 22.7603 -3.5483  0.391
83 H 5.2986 22.9056 -6.4100  -0.401
84 H 4.4305 25.1119 -6.0379  0.439
85 H 4.9416 25.0037 -4.3802  0.460
86 H 2.4401 24.9220 -3.3517  0.290
87 H 1.3726 24.1112 -4.6282  0.261
88 H 2.2896 25.5489 -5.0336  0.359
89 H 6.5969 24.5791 -6.5045  0.048
90 H 7.5974 23.3579 -6.0211  0.041
91 C 3.7344 20.2267 -7.5193  -0.710
92 C 2.3115 20.7392 -7.6392  0.213
93 C 2.1592 22.2630 -7.8070  0.284
94 O 0.8342 22.5225 -8.3206  -0.505
95 C 0.7473 23.7909 -8.9087  -0.646
96 N 1.5423 19.8898 -8.5603  -0.736
97 H 4.2967 20.3735 -8.4469  0.156
98 H 3.8604 19.2353 -7.0890  0.371
99 H 4.3109 20.8280 -6.8064  -0.134
100 H 1.8600 20.5032 -6.6638  0.123
101 H 2.7700 22.4778 -8.6977  -0.035
102 H 2.5333 22.8241 -6.9523  0.124
103 H 0.9380 24.5963 -8.1913  0.240
104 H -0.2504 23.9466 -9.3195  0.274
105 H 1.4834 23.8498 -9.7208  0.287
106 H 2.1534 19.7993 -9.3796  0.298
107 H 0.8645 20.5397 -8.9701  0.351
108 O 9.1845 21.8675 -6.0616  -0.585
109 H 8.5068 21.2233 -6.3412  0.245
110 H 9.8516 21.3460 -5.6069  0.260
111 O 7.0670 20.0334 -6.5797  -0.646
112 H 7.3141 19.1423 -6.8752  0.326
113 H 6.8040 20.4956 -7.3908  0.294
114 O 4.6060 25.4550 -10.3627  -0.773
115 H 5.5310 25.5323 -10.1226  0.343
116 H 4.4199 24.5159 -10.2833  0.291

M: 839.7 g/mol
E_tot: -5121.61002 a.u.
LUMO level: 1.9 eV
E_HOMO: -6.54 eV
Net charge: -1